1:
# C5H8Cl2

An isolated molecule of C5H8Cl2 (ωB97M-V with the def2-TZVPD basis set, the OMol25 dataset).

The geometry in ORCA input format:
```
! wB97M-V def2-TZVPD RIJCOSX def2/J DEFGRID3
* xyz 0 1
C -0.05947 -0.12208 1.54685
C 0.02234 -0.03905 0.02620
C 1.40692 0.08007 -0.56128
Cl 2.55075 -1.25312 -0.16732
Cl 2.05524 1.69094 -0.08562
C -1.01595 -0.76925 -0.74949
C -1.02995 0.71672 -0.70437
H -0.14570 0.88707 2.04560
H 0.82163 -0.57510 1.96403
H -0.87663 -0.69627 1.88597
H 1.39162 0.17195 -1.61263
H -0.76173 -1.26026 -1.69173
H -1.80452 -1.35884 -0.21335
H -0.79339 1.30643 -1.60646
H -1.76117 1.22078 -0.07642
*
```

Properties
* structure (SMILES): CC1(C(Cl)Cl)CC1
* LUMO: 0.03171 Eh


2:
# C5H8Cl2

An isolated molecule of C5H8Cl2 (ωB97M-V with the def2-TZVPD basis set, the OMol25 dataset).

The geometry in ORCA input format:
```
! wB97M-V def2-TZVPD RIJCOSX def2/J DEFGRID3
* xyz 0 1
C 1.63249 -0.05126 -0.18956
C 0.30866 0.63975 -0.02157
C 0.06342 2.21963 0.55800
Cl -1.53605 2.70607 0.93346
C -0.87945 -0.16516 -0.36987
C -0.81491 -1.61933 0.20400
Cl -1.06901 -0.29084 -2.19442
H 1.44994 -0.67309 -1.12586
H 1.74685 -0.61662 0.62675
H 2.55033 0.65526 -0.38178
H 0.92275 2.54112 1.06759
H -1.62695 0.50608 -0.00379
H 0.14154 -2.19107 -0.11160
H -1.70641 -2.10508 -0.16434
H -1.18320 -1.55546 1.17300
*
```

Properties
* structure (SMILES): C/C(=C/Cl)[C@H](C)Cl
* LUMO (spin up / spin down): -0.00123 / -0.00212 Eh


3:
# C5H8Cl2

An isolated molecule of C5H8Cl2 (ωB97M-V with the def2-TZVPD basis set, the OMol25 dataset).

The geometry in ORCA input format:
```
! wB97M-V def2-TZVPD RIJCOSX def2/J DEFGRID3
* xyz 0 1
C -1.47562 -1.55587 0.49870
C -0.22619 -1.11198 0.43038
C -0.01300 0.52041 0.05462
C 0.01866 0.61131 -1.43254
Cl -1.39764 1.39717 0.73684
C 1.22602 1.14784 0.73271
Cl 2.68620 0.10080 0.60593
H -1.50997 -2.63718 0.63671
H -2.47025 -1.16747 0.56090
H 0.63850 -1.72723 0.34266
H 0.27689 -0.38632 -1.60603
H 0.82583 1.42070 -1.79130
H -0.95002 0.80873 -1.77075
H 1.47074 1.99118 0.20234
H 1.12258 1.41213 1.79035
*
```

Properties
* structure (SMILES): C=C[C@@](C)(Cl)CCl
* LUMO: 0.03214 Eh


4:
# C5H8Cl2

C5H8Cl2 as an isolated structure (ωB97M-V with the def2-TZVPD basis set, the OMol25 dataset).

The geometry in ORCA input format:
```
! wB97M-V def2-TZVPD RIJCOSX def2/J DEFGRID3
* xyz 0 1
C 0.30985 0.84764 2.05904
C -0.50166 0.12191 1.35278
C 0.97028 0.65166 -1.06066
C -0.91005 -1.09706 -1.09780
C 0.27762 -0.53088 -0.36485
Cl -2.38614 -0.04847 -0.94803
Cl 1.41468 -1.65820 0.28879
H -0.08785 1.41825 2.86959
H 1.35216 0.91885 1.85685
H -1.61018 0.01830 1.48542
H 1.64140 1.14251 -0.25943
H 0.14247 1.32601 -1.43115
H 1.48502 0.31102 -1.89421
H -0.92022 -1.26797 -2.23610
H -1.17738 -2.15356 -0.62023
*
```

Properties
* LUMO: 0.03226 Eh


1 wins, 92.2 kJ/mol ahead of the next structure.


1:
# C2H8N3O

An isolated ion of composition C2H8N3O and charge +1 (ωB97M-V with the def2-TZVPD basis set, the OMol25 dataset).

The geometry in ORCA input format:
```
! wB97M-V def2-TZVPD RIJCOSX def2/J DEFGRID3
* xyz 1 1
C 2.49131 -0.17622 -0.15710
O 1.27508 0.45747 0.21752
N -0.05688 -0.56229 -0.05254
C -1.20819 0.15267 -0.05316
N -2.28702 -0.62439 -0.24024
N -1.12387 1.46426 0.15363
H 2.47072 -1.36156 0.06654
H 3.26023 0.25161 0.59117
H 2.86082 -0.06898 -1.15868
H 0.19078 -1.46015 0.39084
H -3.31480 -0.33941 -0.15686
H -2.13526 -1.58506 -0.34096
H -2.08206 1.93778 0.27132
H -0.34087 1.91429 0.46852
*
```

Properties
* structure (SMILES): CO[NH+]=C(N)N
* LUMO: -0.15613 Eh


2:
# C2H8N3O

A 2-piece molecular cluster, C2H8N3O overall (ωB97M-V with the def2-TZVPD basis set, the OMol25 dataset).

The geometry in ORCA input format:
```
! wB97M-V def2-TZVPD RIJCOSX def2/J DEFGRID3
* xyz 1 1
C 1.98527 0.58185 -0.16949
N 1.97337 1.94940 -0.07673
O 1.02390 -0.19889 0.01036
H 2.90769 -0.02862 -0.27147
H 2.84480 2.36382 -0.37651
H 1.42964 2.42582 0.62760
N -1.15204 -1.75306 0.45142
C -2.10003 -0.98227 0.08485
N -1.77624 0.28471 -0.21059
H -0.26146 -1.33514 0.05262
H -1.25050 -2.77233 0.30168
H -3.19636 -1.21345 0.12539
H -2.45904 0.68860 -0.89152
H -0.83300 0.49756 -0.29154
*
```

Properties
* LUMO: -0.12865 Eh


2 wins, 295.6 kJ/mol ahead of the next structure.


1:
# C3H9O3P

An isolated molecule of C3H9O3P (ωB97M-V with the def2-TZVPD basis set, the OMol25 dataset).

The geometry in ORCA input format:
```
! wB97M-V def2-TZVPD RIJCOSX def2/J DEFGRID3
* xyz 0 1
C 2.55031 0.30134 -0.83756
O 1.98813 1.17715 0.10316
C 0.97713 0.72091 0.89616
O -0.20877 0.33236 0.01527
P -1.68130 0.72754 0.54574
C -2.46774 -0.87149 0.19376
O -1.59338 1.38736 1.91500
H 2.98496 -0.53230 -0.25638
H 3.50847 0.70133 -1.31586
H 1.81021 0.04059 -1.50601
H 0.71074 1.46955 1.69433
H 1.14113 -0.17546 1.49260
H -2.19684 1.67279 -0.24429
H -3.54504 -0.87529 0.34107
H -2.13628 -1.33845 -0.80793
H -2.05968 -1.61009 0.99009
*
```

Properties
* structure (SMILES): COCO[P@@H](C)=O
* LUMO: 0.03174 Eh


2:
# C3H9O3P

An isolated molecule of C3H9O3P (ωB97M-V with the def2-TZVPD basis set, the OMol25 dataset).

The geometry in ORCA input format:
```
! wB97M-V def2-TZVPD RIJCOSX def2/J DEFGRID3
* xyz 0 1
C -2.18973 0.07057 -0.62173
C -0.95046 -0.66559 -0.08052
O -1.14545 -1.26057 1.09726
C 0.27700 0.36913 -0.01986
O 0.23102 0.97759 1.30830
P 1.95803 -0.60146 -0.12608
O 3.26669 0.43097 0.03307
H -2.01924 1.09425 -0.95672
H -2.76571 -0.60567 -1.31783
H -2.82192 0.22901 0.19887
H -0.53333 -1.47654 -0.77412
H -0.56915 -0.95415 1.79421
H 0.26344 1.19806 -0.84061
H 0.88693 1.52527 1.51334
H 1.98240 -0.39057 -1.60084
H 4.12948 0.05971 0.39325
*
```

Properties
* structure (SMILES): C[C@H](O)[C@@H](O)PO
* LUMO: 0.01639 Eh


3:
# C3H9O3P

A 2-piece molecular cluster, C3H9O3P overall (ωB97M-V with the def2-TZVPD basis set, the OMol25 dataset).

The geometry in ORCA input format:
```
! wB97M-V def2-TZVPD RIJCOSX def2/J DEFGRID3
* xyz 0 1
C 1.23537 0.33848 -1.42021
C -0.12436 0.70406 -0.87151
C -0.34870 -0.73374 1.16520
O 2.22417 0.58224 -0.53071
O -0.08429 1.87372 -0.25819
O -0.54844 0.07730 2.18145
P -1.48480 -1.83225 0.40891
H 1.36876 1.01408 -2.30959
H 1.30876 -0.75803 -1.76172
H -1.08731 0.47888 -1.54023
H 0.70022 -1.19956 1.11871
H 2.18699 0.04509 0.28025
H 0.75629 2.16256 -0.20347
H -1.54257 0.38874 2.11684
H -2.17183 -2.22658 1.57257
H -2.38828 -0.91496 0.05170
*
```

Properties
* LUMO (spin up / spin down): 0.02658 / 0.02670 Eh


1 wins, 153.9 kJ/mol ahead of the next structure.


1:
# C3H2N2O

An isolated molecule of C3H2N2O (ωB97M-V with the def2-TZVPD basis set, the OMol25 dataset).

The geometry in ORCA input format:
```
! wB97M-V def2-TZVPD RIJCOSX def2/J DEFGRID3
* xyz 0 1
N -2.68652 -0.55673 0.13771
C -1.59323 -0.19941 -0.05730
C -0.34268 0.32019 -0.47850
N 0.79814 0.48259 0.52604
C 1.13516 -0.66358 0.07386
O 1.80162 -1.58698 -0.17840
H -0.33981 1.11281 -1.34796
H 1.22732 1.09111 1.32454
*
```

Properties
* structure (SMILES): N#C[C@H]1NC1=O
* LUMO: 0.00215 Eh


2:
# C3H2N2O

An isolated molecule of C3H2N2O (ωB97M-V with the def2-TZVPD basis set, the OMol25 dataset).

The geometry in ORCA input format:
```
! wB97M-V def2-TZVPD RIJCOSX def2/J DEFGRID3
* xyz 0 1
O -2.30570 -0.13753 0.87621
C -1.17766 -0.04049 0.47486
N -0.64710 1.08110 -0.22201
C 0.53333 0.67930 -0.54621
C 0.82632 -0.62536 0.07337
N -0.26316 -1.09633 0.73513
H 1.24898 1.27621 -1.28910
H 1.78499 -1.13692 -0.10226
*
```

Properties
* structure (SMILES): O=C1N=CC=N1
* LUMO: -0.07464 Eh


3:
# C3H2N2O

An isolated molecule of C3H2N2O (ωB97M-V with the def2-TZVPD basis set, the OMol25 dataset).

The geometry in ORCA input format:
```
! wB97M-V def2-TZVPD RIJCOSX def2/J DEFGRID3
* xyz 0 1
O 0.89693 0.54228 1.98260
C 0.36325 0.36518 0.95236
C 0.31868 -0.95073 0.22213
N -0.19698 -0.79374 -0.94333
C -0.57533 0.60128 -0.97131
N -0.26325 1.27521 0.03738
H 0.65187 -1.94624 0.54510
H -1.19516 0.90676 -1.82493
*
```

Properties
* structure (SMILES): O=C1C=NC=N1
* LUMO: -0.06010 Eh


3 wins, 32.4 kJ/mol ahead of the next structure.


1:
# C4H3NO3

An isolated molecule of C4H3NO3 (ωB97M-V with the def2-TZVPD basis set, the OMol25 dataset).

The geometry in ORCA input format:
```
! wB97M-V def2-TZVPD RIJCOSX def2/J DEFGRID3
* xyz 0 1
O -1.30853 1.90721 0.06637
C -1.06530 0.71818 0.18808
C -1.99807 -0.50715 -0.18195
N -1.27694 -1.51222 -0.16187
O 0.10467 -1.33302 0.32678
C 0.30356 -0.06614 0.12898
C 1.52293 0.57586 -0.13487
O 2.76543 0.02068 -0.07233
H -3.14366 -0.44782 -0.14558
H 1.24099 1.67674 -0.06802
H 2.85492 -1.03233 0.05441
*
```

Properties
* structure (SMILES): O=C1C=NO/C1=C\O
* LUMO: -0.02006 Eh


2:
# C4H3NO3

An isolated molecule of C4H3NO3 (ωB97M-V with the def2-TZVPD basis set, the OMol25 dataset).

The geometry in ORCA input format:
```
! wB97M-V def2-TZVPD RIJCOSX def2/J DEFGRID3
* xyz 0 1
O -2.32423 0.37475 0.96245
C -2.22105 -0.14774 -0.10200
O -1.10275 -0.31268 -0.84391
C 0.12868 -0.04676 -0.25160
C 0.84849 1.08297 -0.34260
N 2.11484 0.77141 0.09532
C 2.08437 -0.46304 0.44133
O 0.91813 -1.10708 0.05790
H -3.11836 -0.49824 -0.62511
H 0.45464 2.01540 -0.61910
H 2.88762 -1.10949 0.69475
*
```

Properties
* structure (SMILES): O=COc1cnco1
* LUMO: 0.02808 Eh


2 wins, 322.2 kJ/mol ahead of the next structure.


1:
# C4H6F2O

An isolated molecule of C4H6F2O (ωB97M-V with the def2-TZVPD basis set, the OMol25 dataset).

The geometry in ORCA input format:
```
! wB97M-V def2-TZVPD RIJCOSX def2/J DEFGRID3
* xyz 0 1
O -2.73537 -0.21689 -0.48058
C -1.83458 -0.12741 0.26782
C -0.32635 -0.09980 -0.04950
C 0.67676 -1.17145 0.48426
F 1.82532 -1.16096 -0.34672
C 0.23772 1.31502 0.33263
F 1.53889 1.33075 -0.30568
H -2.19085 0.29367 1.29603
H -0.13063 -0.18489 -1.17284
H 0.29929 -2.32185 0.54433
H 1.20208 -0.96013 1.49178
H -0.42928 2.15975 -0.13783
H 0.33313 1.72239 1.48345
*
```

Properties
* structure (SMILES): O=CC(CF)CF
* LUMO: 0.02018 Eh


2:
# C4H6F2O

C4H6F2O as an isolated structure (ωB97M-V with the def2-TZVPD basis set, the OMol25 dataset).

The geometry in ORCA input format:
```
! wB97M-V def2-TZVPD RIJCOSX def2/J DEFGRID3
* xyz 0 1
C 1.66720 -0.55885 -0.16170
C -0.09851 0.55964 0.28050
C -0.77054 1.43271 -0.50065
C -1.04273 -0.53214 0.52754
H 1.71102 0.14084 -1.31307
H 1.17352 -1.67038 -0.35009
H 2.69537 -0.59067 0.14470
H -0.42777 2.41313 -0.54029
H -1.94229 1.01673 -0.67833
H -0.96400 -0.74852 1.57090
O 1.00491 0.43464 0.94950
F -2.38812 -0.20398 0.30274
F -0.61805 -1.69315 -0.23174
*
```

Properties
* LUMO: 0.03218 Eh


1 wins, 276.7 kJ/mol ahead of the next structure.


1:
# C4H6F2O

A 2-piece molecular cluster, C4H6F2O overall (ωB97M-V with the def2-TZVPD basis set, the OMol25 dataset).

The geometry in ORCA input format:
```
! wB97M-V def2-TZVPD RIJCOSX def2/J DEFGRID3
* xyz 0 1
O 1.70148 0.05507 -1.15388
C 1.77048 1.06065 -2.04915
F 0.82684 0.97471 -3.03338
F 1.50369 2.21854 -1.47166
H 0.92758 0.07076 -0.66604
H 2.65135 1.08272 -2.65251
C 0.05671 -1.13969 1.37215
C -0.83687 -0.22034 1.01854
C -1.66686 0.70950 0.72571
H 1.08522 -0.88393 1.39784
H 0.02023 -2.29879 1.14112
H -2.46731 1.20960 1.37658
H -1.66075 0.86334 -0.35030
*
```

Properties
* structure (SMILES): OC(F)F.C=C=C
* LUMO: 0.03348 Eh


2:
# C4H6F2O

An isolated molecule of C4H6F2O (ωB97M-V with the def2-TZVPD basis set, the OMol25 dataset).

The geometry in ORCA input format:
```
! wB97M-V def2-TZVPD RIJCOSX def2/J DEFGRID3
* xyz 0 1
C -0.13337 1.15464 0.47854
C -0.77908 0.06776 -0.31547
C -1.99694 0.14199 -0.83318
F -2.64192 1.35970 -0.54054
O -0.14904 -1.16272 -0.57255
C 1.08613 -1.61698 -0.00082
F 1.07461 -1.57132 1.35837
H 0.14804 0.71266 1.40695
H 0.64489 1.65241 -0.10823
H -0.88303 1.78383 0.64216
H -2.68498 -0.58913 -1.26930
H 1.24988 -2.65809 -0.38450
H 2.06420 -1.10678 -0.38218
*
```

Properties
* structure (SMILES): C/C(=C\F)OCF
* LUMO: 0.03476 Eh


3:
# C4H6F2O

C4H6F2O as an isolated structure (ωB97M-V with the def2-TZVPD basis set, the OMol25 dataset).

The geometry in ORCA input format:
```
! wB97M-V def2-TZVPD RIJCOSX def2/J DEFGRID3
* xyz 0 1
C 2.03964 0.82648 -1.95044
C 1.13003 1.64973 -2.35499
C -0.45721 -1.46426 1.28926
C -1.09563 0.45402 0.09043
O -0.57791 -0.77377 0.08141
F -0.34785 1.30268 0.88232
F -2.31279 0.46116 0.79445
H 2.75331 0.08315 -1.73269
H 1.35420 1.12721 -1.03300
H -1.29287 0.92071 -0.89887
H 0.03373 -2.32006 0.99217
H -1.43703 -1.47408 1.84358
H 0.21037 -0.79296 1.99637
*
```

Properties
* LUMO: 0.02905 Eh


2 wins, 38.7 kJ/mol ahead of the next structure.


1:
# C10H12OS

An isolated molecule of C10H12OS (ωB97M-V with the def2-TZVPD basis set, the OMol25 dataset).

The geometry in ORCA input format:
```
! wB97M-V def2-TZVPD RIJCOSX def2/J DEFGRID3
* xyz 0 1
C -2.98592 -0.98630 0.56109
C -2.34481 0.23418 -0.05335
C -2.05104 0.00957 -1.51534
O -2.90569 1.51485 0.27834
C -1.60777 1.20233 0.78403
S -0.02396 2.01990 0.02990
C 1.30052 0.83330 -0.01058
C 1.20487 -0.43937 0.45767
C 2.34798 -1.23458 0.59790
C 3.52729 -0.78169 0.11535
C 3.67801 0.54607 -0.26888
C 2.57102 1.35063 -0.32430
H -3.54313 -0.57282 1.44655
H -2.24740 -1.73848 0.86362
H -3.52046 -1.57900 -0.05189
H -2.92472 -0.61339 -2.02757
H -1.23602 -0.69202 -1.72989
H -1.83454 1.04380 -1.93583
H -1.41487 1.05135 1.78335
H 0.16746 -0.65982 0.85201
H 2.15866 -2.25658 1.03109
H 4.37607 -1.33445 0.13465
H 4.74787 0.73574 -0.50723
H 2.56058 2.34681 -0.51069
*
```

Properties
* structure (SMILES): CC1(C)O[C@@H]1Sc1ccccc1
* LUMO: 0.02896 Eh


2:
# C10H12OS

An isolated molecule of C10H12OS (ωB97M-V with the def2-TZVPD basis set, the OMol25 dataset).

The geometry in ORCA input format:
```
! wB97M-V def2-TZVPD RIJCOSX def2/J DEFGRID3
* xyz 0 1
O -0.75143 -2.12584 -0.30988
C -0.42186 -0.56868 -0.22260
C 1.02172 -0.25557 -0.21560
C 1.88953 -1.25625 0.10002
C 3.27465 -1.00808 -0.09878
C 3.69193 0.27079 -0.42102
C 2.79871 1.25457 -0.69919
C 1.47190 0.96174 -0.72246
C -1.10734 -0.06483 1.04488
C -2.48306 0.57098 0.62773
C -2.89817 0.03941 -0.74584
S -1.30073 0.20350 -1.65932
H -0.96968 -2.22244 -1.27739
H 1.55012 -2.18215 0.59137
H 4.04806 -1.77141 -0.03305
H 4.77294 0.34997 -0.46857
H 3.11730 2.24666 -0.79316
H 0.67267 1.57022 -1.18499
H -0.55099 0.83862 1.59208
H -1.18438 -0.79162 1.78795
H -3.22776 0.38194 1.35526
H -2.32812 1.75022 0.60898
H -3.05538 -1.07941 -0.80533
H -3.73239 0.81314 -1.08020
*
```

Properties
* structure (SMILES): O[C@]1(c2ccccc2)CCCS1
* LUMO: 0.02701 Eh


2 wins, 116.7 kJ/mol ahead of the next structure.